Record 1
Density functional theory data (ωB97M-V/def2-TZVPD) for C3H3NO3 in the gas phase.

Positions of all 10 atoms, in Å:
N (-1.73782, 1.21822, 1.18003)
C (-0.89059, 0.28899, 0.37800)
C (-1.07770, -0.51103, -0.66874)
O (0.22929, -0.97695, -1.02875)
C (1.11572, -0.31931, -0.27102)
O (2.27156, -0.15332, -0.60347)
O (0.42014, 0.34164, 0.77898)
H (-1.49971, 0.93702, 2.11261)
H (-2.79150, 0.97396, 1.17238)
H (-1.79644, -0.88130, -1.34869)

Structure (SMILES) ... Nc1coc(=O)o1
Net charge ... 0
HOMO-LUMO gap ... 9.834 eV

---

Record 2
Density functional theory data (ωB97M-V/def2-TZVPD) for C3H3NO3 in the gas phase.

Positions of all 10 atoms, in Å:
H (-0.63640, 2.06741, -1.61195)
N (-1.13745, 1.30293, -1.15460)
C (-0.38937, 0.60380, -0.42824)
C (-0.89846, -0.45647, 0.53809)
O (-0.31257, -0.52249, 1.60201)
O (0.95298, 0.71866, -0.19269)
C (1.32373, -0.55074, 0.27419)
O (2.29266, -0.83409, 0.88598)
H (-1.78225, -1.05150, 0.30836)
H (0.58712, -1.27751, -0.22115)

Structure (SMILES) ... [H]/N=C(/C=O)OC=O
Net charge ... 0
HOMO-LUMO gap ... 10.196 eV

---

Record 3
Density functional theory data (ωB97M-V/def2-TZVPD) for C3H3NO4 in the gas phase.

Positions of all 11 atoms, in Å:
O (0.30014, 0.36823, -2.84397)
C (0.00059, -0.35006, -1.91706)
C (0.28955, 0.14682, -0.42858)
O (0.80530, 1.26171, -0.34008)
C (-0.13010, -0.74004, 0.65032)
O (-0.12841, -1.91435, 0.50080)
N (-0.28882, -0.13644, 1.91586)
O (-0.68067, 1.15797, 2.00421)
H (-0.52664, -1.36767, -2.09886)
H (-0.83602, -0.70631, 2.62316)
H (0.05323, 1.70024, 1.66887)

Structure (SMILES) ... O=CC(=O)C(=O)NO
Net charge ... 0
HOMO-LUMO gap ... 8.362 eV

---

Record 4
Density functional theory data (ωB97M-V/def2-TZVPD) for C3H3NO4 in the gas phase.

Positions of all 11 atoms, in Å:
O (2.03376, -1.32515, 1.53249)
C (1.15255, -0.66294, 0.98302)
O (0.08355, -1.28660, -0.05254)
C (0.35476, -0.21132, -1.10711)
O (-0.70876, 1.05185, -1.18559)
C (-1.43653, 0.86823, 0.07441)
N (-0.88976, 0.56068, 1.28173)
O (0.58941, 0.52064, 1.20186)
H (0.07401, -0.69491, -2.05274)
H (1.42485, 0.30809, -0.89688)
H (-2.67783, 0.87143, 0.22136)

Structure (SMILES) ... O=C1OCOC=NO1
Net charge ... 0
HOMO-LUMO gap ... 11.044 eV

---

Record 5
Density functional theory data (ωB97M-V/def2-TZVPD) for C3H3NOS in the gas phase.

Positions of all 9 atoms, in Å:
O (-1.15734, -0.24822, -1.65791)
C (-1.28325, -0.55306, -0.50125)
N (-0.40190, -1.04858, 0.39991)
C (0.61678, -0.35738, 0.74915)
C (1.11781, 0.82004, 0.09509)
S (0.94699, 1.24819, -1.49508)
H (-2.33206, -0.47853, -0.13558)
H (0.96640, -0.79293, 1.73248)
H (1.52657, 1.41048, 0.81319)

Structure (SMILES) ... O=C/N=C\C=S
Net charge ... 0
HOMO-LUMO gap (alpha / beta) ... 7.021 / 7.022 eV

---

Record 6
Density functional theory data (ωB97M-V/def2-TZVPD) for C3H3NOS2 in the gas phase.

Positions of all 10 atoms, in Å:
S (-2.28104, 0.27879, -0.79666)
C (-1.49244, -0.74585, 0.42479)
C (-0.07688, -0.25684, 0.84247)
O (-0.03649, 1.19593, 0.74562)
N (0.80419, 1.64834, -0.25679)
C (1.40940, 0.63488, -0.89412)
S (1.02259, -1.02772, -0.52124)
H (-1.67314, -1.91127, 0.42377)
H (0.28628, -0.66755, 1.89990)
H (2.03752, 0.85129, -1.86775)

Structure (SMILES) ... S=C[C@@H]1ON=CS1
Net charge ... 0
HOMO-LUMO gap ... 7.626 eV

---

Record 7
Density functional theory data (ωB97M-V/def2-TZVPD) for 2 unconnected molecules or ions with the total composition C3H3NOS2.

Positions of all 10 atoms, in Å:
C (0.06256, -0.23302, -0.37731)
C (0.45054, -1.22476, 0.33287)
C (0.02429, 0.80659, 0.69191)
H (-1.44715, -1.60064, -2.13794)
H (0.47720, -2.36014, 0.15660)
H (-0.32911, 2.63232, -0.74741)
N (0.41929, 0.46046, 1.86500)
O (0.70238, -0.88999, 1.69264)
S (-0.30662, -0.09804, -2.10487)
S (-0.05340, 2.50723, 0.62851)

Net charge ... 0
HOMO-LUMO gap ... 7.741 eV

---

Record 8
Density functional theory data (ωB97M-V/def2-TZVPD) for a molecular structure, C3H3NOS2.

Positions of all 10 atoms, in Å:
C (0.73050, -0.71909, -0.02542)
C (-0.44907, -1.18660, -0.63775)
C (-1.26268, 0.08408, -0.82548)
H (1.15386, 1.65900, 2.27025)
H (1.53147, -1.32069, 0.38785)
H (-0.76613, -2.49241, -0.56369)
N (0.64131, 0.63900, 0.09647)
O (-0.48319, 1.32071, -0.51270)
S (1.78018, 1.70198, 1.02321)
S (-2.87625, 0.31402, -1.21274)

Net charge ... 0
HOMO-LUMO gap ... 7.997 eV

---

Record 9
Density functional theory data (ωB97M-V/def2-TZVPD) for C3H3NS in the gas phase.

Positions of all 8 atoms, in Å:
N (2.41261, -0.72497, -0.19767)
C (1.45450, -0.18579, -0.00103)
C (0.14274, 0.64301, -0.00923)
C (-0.99218, -0.54526, 0.07193)
S (-2.60156, -0.34680, -0.13950)
H (0.19696, 1.33840, -1.03262)
H (-0.23475, 1.31592, 0.89102)
H (-0.37831, -1.49450, 0.41711)

Structure (SMILES) ... N#CCC=S
Net charge ... 0
HOMO-LUMO gap ... 8.501 eV

---

Record 10
Density functional theory data (ωB97M-V/def2-TZVPD) for C3H3NS in the gas phase.

Positions of all 8 atoms, in Å:
C (0.98927, -0.18705, -0.15590)
C (-0.46691, -0.09242, 0.57964)
S (-0.78247, -0.87639, 1.91875)
C (-1.44970, 0.50628, -0.30071)
N (-2.20538, 1.07042, -0.94968)
H (1.57711, -1.08985, -0.04722)
H (1.54560, 0.64314, 0.25521)
H (0.79248, 0.02587, -1.30009)

Structure (SMILES) ... CC(=S)C#N
Net charge ... 0
HOMO-LUMO gap ... 8.175 eV

---

Record 11
Density functional theory data (ωB97M-V/def2-TZVPD) for 2 unconnected molecules or ions with the total composition C3H3NS.

Positions of all 8 atoms, in Å:
C (-1.89464, -0.34953, 0.11423)
C (0.92754, 0.66453, -0.01292)
C (0.72059, -0.68203, -0.00210)
N (-2.99390, -0.09813, 0.23653)
S (1.56553, 1.47986, -1.35700)
H (0.81486, 1.31197, 0.95471)
H (0.46661, -1.20799, -0.90225)
H (0.39342, -1.11869, 0.96878)

Net charge ... 0
HOMO-LUMO gap (alpha / beta) ... 6.270 / 6.258 eV

---

Record 12
Density functional theory data (ωB97M-V/def2-TZVPD) for 2 unconnected molecules or ions with the total composition C3H3NS.

Positions of all 8 atoms, in Å:
C (-1.37071, -1.91235, 0.19936)
C (-0.25930, -2.12978, -0.31544)
C (1.02601, -2.32772, -0.51105)
N (1.39857, 0.81297, 0.04860)
S (2.42045, -2.74283, -1.04699)
H (-2.22953, -2.11082, 0.78364)
H (1.74739, 1.19272, 0.95673)
H (2.11386, 0.07635, -0.20000)

Net charge ... 0
HOMO-LUMO gap (alpha / beta) ... 5.963 / 8.967 eV
Spin multiplicity ... 3
⟨S²⟩ ... 2.03

---

Quick rundown of F_max, same order as above: 3.308 2.304 4.553 6.049 3.288 4.815 6.971 5.827 6.960 3.814 5.602 1.805 eV Å⁻¹